{"formula": "C3H13NO3", "method": "ωB97M-V with the def2-TZVPD basis set", "species": ["C", "C", "C", "N", "H", "H", "H", "H", "H", "H", "H", "O", "H", "H", "O", "H", "H", "O", "H", "H"], "coordinates": [[-1.23334, -1.21712, 0.26752], [-0.22572, -0.92244, -0.62585], [-0.43696, -0.73987, -2.10827], [0.02273, 0.56084, -2.64010], [-1.02295, -1.41720, 1.30325], [-2.25919, -1.36936, -0.17330], [0.81760, -0.80542, -0.24769], [0.16904, -1.50879, -2.65158], [-1.52279, -0.81547, -2.35692], [-0.37460, 1.34600, -2.17417], [1.03687, 0.70985, -2.44325], [0.76570, -1.13425, 2.89084], [1.18091, -0.43169, 2.41320], [1.50651, -1.72573, 3.13112], [1.66041, 1.04507, 1.24937], [2.28779, 1.70598, 1.55908], [0.87241, 1.50716, 0.92987], [-0.81458, 1.93371, 0.36382], [-1.41371, 2.26363, 1.05039], [-1.01613, 1.01509, 0.26268]], "lumo_energy_ha": 0.02261, "multiplicity": 1, "smiles": "C=CCN.O.O.O", "gap_ev": 9.88, "e_homo_ev": -9.261}

***

{"formula": "C24H50Cl38F3NOP", "method": "ωB97M-V with the def2-TZVPD basis set", "species": ["C", "P", "C", "N", "C", "C", "O", "C", "F", "F", "F", "H", "H", "H", "H", "H", "H", "H", "H", "H", "H", "H", "H", "C", "Cl", "Cl", "H", "H", "C", "Cl", "Cl", "H", "H", "C", "Cl", "Cl", "H", "H", "C", "Cl", "Cl", "H", "H", "C", "Cl", "Cl", "H", "H", "C", "Cl", "Cl", "H", "H", "C", "Cl", "Cl", "H", "H", "C", "Cl", "Cl", "H", "H", "C", "Cl", "Cl", "H", "H", "C", "Cl", "Cl", "H", "H", "C", "Cl", "Cl", "H", "H", "C", "Cl", "Cl", "H", "H", "C", "Cl", "Cl", "H", "H", "C", "Cl", "Cl", "H", "H", "C", "Cl", "Cl", "H", "H", "C", "Cl", "Cl", "H", "H", "C", "Cl", "Cl", "H", "H", "C", "Cl", "Cl", "H", "H", "C", "Cl", "Cl", "H", "H"], "coordinates": [[-4.17239, -4.00865, -0.07616], [-2.35778, -3.51042, -0.20596], [-2.21384, -2.01068, -1.34319], [-1.61819, -3.22314, 1.41370], [-0.33104, -4.03324, 1.50437], [0.94288, -3.22350, 1.00609], [0.69119, -2.31526, -0.06760], [2.13778, -4.17675, 0.50549], [3.11210, -3.30850, -0.02130], [2.70919, -4.91309, 1.53084], [1.69574, -4.95378, -0.56512], [-4.79078, -3.33172, 0.60197], [-4.30945, -5.07526, 0.27704], [-4.59992, -3.92820, -1.12973], [-1.56470, -2.30901, -2.22741], [-3.20118, -1.62241, -1.73364], [-1.67098, -1.19028, -0.77318], [-2.24976, -3.50762, 2.20580], [-1.37244, -2.23381, 1.60529], [-0.18544, -4.26638, 2.61674], [-0.50641, -5.00910, 0.95778], [1.39684, -2.60265, 1.85523], [0.56561, -1.41634, 0.30305], [2.59329, 1.39617, -0.26235], [1.47240, 0.62129, 0.86963], [1.83509, 1.64715, -1.83656], [2.89514, 2.35905, 0.14369], [3.46595, 0.75872, -0.38737], [-5.79525, -0.21684, -1.12845], [-5.49760, -0.68167, 0.55281], [-6.65904, -1.48861, -2.00340], [-6.39671, 0.69363, -1.13949], [-4.84079, -0.03510, -1.61989], [-5.13713, -2.75119, 3.53384], [-5.74051, -2.12009, 5.06492], [-3.56968, -3.55284, 3.74757], [-5.85131, -3.47238, 3.14174], [-5.02186, -1.92620, 2.83307], [-1.87391, -1.83708, -5.22366], [-0.29183, -1.48355, -4.51955], [-3.18279, -1.32856, -4.14632], [-1.96734, -1.30454, -6.16721], [-1.95331, -2.90856, -5.39542], [-1.30518, -0.90564, 5.82632], [-2.43371, -1.68551, 6.93867], [-2.05863, -0.60887, 4.25171], [-0.98904, 0.04457, 6.25144], [-0.44170, -1.55239, 5.68703], [0.49992, 4.40615, 1.41854], [2.22961, 4.76355, 1.31242], [-0.17138, 4.94331, 2.96183], [-0.01648, 4.91986, 0.61019], [0.35550, 3.33155, 1.32506], [-7.84426, 2.64490, 1.42064], [-7.97234, 1.25905, 2.50911], [-6.60800, 2.37793, 0.18212], [-8.80388, 2.80061, 0.93260], [-7.57748, 3.52582, 2.00043], [-2.22109, -7.18266, -2.11778], [-0.86941, -6.17478, -1.57439], [-3.70682, -6.25486, -2.30858], [-1.96291, -7.62018, -3.07965], [-2.38841, -7.97211, -1.38819], [3.78265, 7.67439, 0.07414], [5.19509, 8.62887, 0.53846], [2.34083, 8.68857, -0.06124], [3.97517, 7.20283, -0.88751], [3.60696, 6.91211, 0.83038], [4.21665, -7.25128, 3.07022], [3.48743, -7.17668, 4.67914], [4.87505, -8.85742, 2.73964], [3.45673, -7.02210, 2.32754], [5.02094, -6.52090, 3.01256], [1.91230, 12.37235, 1.32202], [3.49265, 12.76046, 2.01069], [0.60312, 12.89162, 2.39104], [1.80954, 12.87975, 0.36516], [1.84464, 11.29540, 1.17799], [0.52148, 5.02946, -3.87212], [-0.54861, 3.85488, -4.64806], [0.59552, 4.76795, -2.12583], [1.52157, 4.92480, -4.28816], [0.14504, 6.03203, -4.06439], [1.68566, -1.37149, -8.31937], [0.19152, -0.62114, -7.74591], [2.55346, -2.16484, -6.99867], [1.44030, -2.11319, -9.07633], [2.32359, -0.60220, -8.74936], [2.32074, -11.82852, 3.43691], [1.12511, -11.70986, 4.73335], [1.54134, -12.05884, 1.86678], [2.90494, -10.91025, 3.40996], [2.97390, -12.67569, 3.63494], [1.34596, 7.86809, 5.25486], [1.23697, 6.50374, 6.37402], [2.58010, 7.58869, 4.02139], [0.38298, 8.00149, 4.76632], [1.60333, 8.76454, 5.81479], [3.78103, 0.66919, -5.28951], [5.19702, 1.62178, -4.82603], [2.34234, 1.68597, -5.42763], [3.97305, 0.19635, -6.24997], [3.60377, -0.09202, -4.53250], [6.85887, 3.05221, -1.63393], [7.75966, 4.51286, -2.05040], [5.41173, 3.43881, -0.69261], [6.55876, 2.54855, -2.55005], [7.49840, 2.39821, -1.04493], [3.03277, -2.09080, 6.21925], [1.85634, -1.97846, 7.53217], [2.22969, -2.29715, 4.65415], [3.62348, -1.17761, 6.19492], [3.68153, -2.94552, 6.39835], [-3.51488, 5.35017, -6.27420], [-2.61376, 6.81318, -6.69000], [-4.95979, 5.73421, -5.33093], [-3.81506, 4.84801, -7.19155], [-2.87374, 4.69511, -5.68711]], "charge": 1, "lumo_energy_ha": -0.08238, "multiplicity": 1, "gap_ev": 8.84, "e_homo_ev": -11.080}

***

{"formula": "CH6NO2", "method": "ωB97M-V with the def2-TZVPD basis set", "species": ["O", "H", "N", "C", "O", "H", "H", "H", "H", "H"], "coordinates": [[-2.18209, -0.91936, 1.25371], [-2.62542, -1.35527, 0.55300], [0.19783, -0.54028, -0.05665], [0.62172, 0.80842, -0.17501], [1.90966, 0.97030, -0.80652], [-1.26314, -0.75718, 0.86384], [0.47598, -1.00806, -0.91953], [0.67380, 1.24989, 0.84492], [-0.06199, 1.49067, -0.72932], [2.25365, 0.06088, -0.82843]], "charge": -1, "lumo_energy_ha": 0.16760, "multiplicity": 1, "gap_ev": 6.74, "e_homo_ev": -2.180}

***

> Look up the multiplicity of the third one.

1

***

> Number 3 is which compound?

CH6NO2

***

> Number 3 is which compound?

CH6NO2